(1)
9 unconnected molecules or ions with the total composition C5H29N2O9. Source: the OMol25 dataset; level of theory: the ωB97M-V functional and the def2-TZVPD basis.

Summary:
Kohn-Sham gap in Eh: 0.3707
E_HOMO in eV: -12.565
Electronic energy in eV: -27057.9419
Charge: +1
Energy relative to the best compared isomer or geometry (same formula, charge and spin) in eV: 2.2042

Last column: natural (NBO) charge in e.
Positions of all 45 atoms, in Å:
H 2.2755 0.3117 -2.5945  0.5114
O 3.0617 -0.6474 1.1235  -0.9859
H -2.7317 1.0880 -3.9491  0.4770
H 3.6345 -1.3089 0.7348  0.4901
H 1.2195 1.3586 3.5390  0.4784
H 0.4219 4.2987 0.2692  0.2129
H 1.4744 -3.0505 2.5271  0.4749
H -1.6593 -1.5607 3.5330  0.4311
H -1.6640 -3.1631 0.1993  0.5098
H -2.4777 -0.2803 1.3051  0.2549
H -1.7963 2.2355 -3.3844  0.4679
O -2.4173 -1.3839 -1.1085  -0.9684
C 0.9716 3.6101 -0.4092  -0.6268
H -0.6324 -2.2913 2.5446  0.4767
H -2.0864 -1.9972 -1.7599  0.4950
C -0.5912 -0.8731 0.5423  0.7120
H 1.4973 -1.6110 2.0676  0.5070
O 1.4262 1.1101 2.6327  -0.9674
H 2.8274 -0.9243 -1.7891  0.4786
H 2.3661 0.8900 2.6986  0.5004
O -2.6553 1.8228 -3.3718  -0.9431
O 1.3638 0.2950 -4.0169  -0.9642
O 2.5291 -0.0165 -1.7023  -1.0008
H 0.0724 1.7146 1.1852  0.2358
H -1.0510 0.1835 2.3395  0.2534
O -0.2192 -2.0228 0.2962  -0.7185
C -0.0024 2.5639 -0.8650  -0.4048
C -1.5184 -0.5792 1.7193  -0.3330
C -0.4463 1.5907 0.2291  -0.2447
H 1.2766 -0.3665 -4.7056  0.5030
H -0.8973 2.9205 -1.3839  0.2162
H 0.8261 1.0689 -4.1879  0.4927
H -1.5220 1.6937 0.3551  0.1974
H 0.6376 0.0892 -0.7915  0.4430
H -3.2786 -1.5656 -0.7419  0.4912
O 1.3657 -2.1551 2.8637  -0.9634
H 1.4119 4.1395 -1.2550  0.2241
N -1.5676 -1.8371 2.5615  -0.7184
O -2.2533 -3.7006 0.7537  -0.9959
H -2.0116 -4.6114 0.5846  0.4927
H 1.6973 3.3958 0.3739  0.2286
H 0.5115 1.9424 -1.6268  0.1838
H -2.1315 -2.6360 2.2442  0.4795
N -0.1118 0.1781 -0.1094  -0.5900
H 2.8546 0.0814 0.5298  0.5059


(2)
A molecular structure, C49H38CdN4O2STe. Source: the OMol25 dataset; level of theory: the ωB97M-V functional and the def2-TZVPD basis.

Summary:
Kohn-Sham gap in Eh: 0.2186
E_HOMO in eV: -6.554
Electronic energy in eV: -84175.7667
Charge: 0
Energy relative to the best compared isomer or geometry (same formula, charge and spin) in eV: 0.0000

Last column: Mulliken charge in e.
Positions of all 96 atoms, in Å:
C -0.6718 3.5027 6.6061  -0.7645
H 0.1343 -6.1324 -1.4099  0.4504
H -0.4519 -5.3520 1.2408  0.4233
H -3.6722 -7.8744 2.4978  0.3813
C -3.5173 -5.7559 -0.1394  -0.4926
H 3.4853 5.5091 1.2549  0.4383
C -2.1274 1.6285 2.0475  -0.1350
C -1.9770 -6.6660 1.9779  -0.7964
H 3.5809 -3.6207 -1.4516  0.4625
H -1.6029 5.2992 7.3362  0.3788
C 0.5816 3.0689 -1.8585  0.1732
H 3.7712 -6.1732 -1.2348  0.3711
C -2.2147 -5.2824 0.0145  0.3208
H -2.9407 5.6328 5.2749  0.3758
C 2.4198 4.8052 -0.4553  0.9317
C -0.5797 2.5983 5.5614  -0.4671
C -1.5238 4.5985 6.5132  -0.4241
C -3.2668 -7.1472 1.8036  -0.3584
H 3.0932 -6.2582 -2.8581  0.3183
H -5.2200 0.0815 2.0122  0.3695
C 1.5342 -1.5655 2.2583  -0.2416
C 2.8632 7.3177 -1.5401  -0.5805
S 2.1513 3.1948 0.2341  -0.1875
H -2.7657 4.0287 3.4108  0.3395
N 0.8836 2.6142 -0.7098  -0.2355
H 3.9087 2.4468 -3.2774  0.4726
H -3.7893 -1.9727 1.8956  0.4668
H -3.1915 0.2727 -4.3444  0.4714
H -2.5385 -0.0879 -1.9544  0.4165
H 3.5638 1.0626 -1.2428  0.5960
C 2.6932 1.1812 -4.5198  -0.6074
Cd -0.0132 0.3086 -0.1030  1.7797
C -0.7827 2.6192 -3.9603  -1.0456
C -1.3296 2.7724 4.3928  0.9176
H -1.3789 -7.0118 2.8127  0.3905
C -1.4511 -5.7380 1.0875  -0.0772
O -2.5446 -3.5943 -1.5853  -0.6561
C 2.8355 -6.2176 -1.7961  -1.7287
H -4.1044 -5.3731 -0.9653  0.4436
H -0.0822 3.3541 7.5036  0.3835
C -2.4256 0.8836 -3.8844  -0.9061
H -0.2392 3.3639 -4.5261  0.4025
C -4.0403 -6.6870 0.7436  -0.5868
C 0.5873 -5.1469 -1.3412  -0.0281
C 2.7022 -1.5612 1.2851  -0.6667
C 3.0941 0.7941 -2.1822  -0.4701
H -4.2510 2.2952 2.2359  0.3689
H 2.8727 -2.5947 0.9839  0.2371
C 1.8998 0.0415 -4.5694  -1.0436
H 2.8525 1.7702 -5.4169  0.4487
C -1.2434 0.3705 1.7410  1.3761
Te 1.4372 0.1579 3.5480  0.3073
C 2.5023 -3.7459 -1.3799  0.0834
C 3.3549 7.0159 -0.2827  -0.6655
C -1.7275 -4.2366 -0.9650  -0.0451
C -0.4937 2.3601 -2.6322  0.7408
C 2.3198 -0.3692 -2.2290  1.9472
C 2.1348 6.3694 -2.2490  -0.6836
H 1.4307 -0.2557 -5.5008  0.4418
C 2.2331 -1.2351 -1.0052  -1.2479
N -1.1402 1.4183 -1.9536  0.1206
H 0.5836 -1.6452 1.7306  -0.8232
C -2.0718 0.6834 -2.5587  -0.1103
C 1.9578 -5.0257 -1.4943  0.2031
H 1.7370 6.6083 -3.2313  0.3836
H 3.9151 7.7530 0.2796  0.3857
C 1.7128 -2.6354 -1.1590  -0.8047
C -1.2674 1.8084 3.3005  0.4672
C -0.2518 -4.0504 -1.1404  0.6228
C 0.2864 -2.7334 -1.0837  -0.2339
C -2.2751 4.7810 5.3602  -0.7439
C -3.6129 1.4222 2.1157  -0.6576
H -5.0525 -7.0512 0.6131  0.3938
H 1.6230 -2.4224 2.9227  0.6958
C -1.9744 -0.9254 1.8183  -0.5982
H 1.1126 -1.6309 -3.4833  0.5592
N 1.1864 4.1465 -2.4506  0.1294
H 2.3305 -7.1512 -1.5431  0.3792
C 1.7193 -0.7356 -3.4331  -0.3083
H 3.5993 -1.2089 1.7932  0.5986
C -4.1416 0.2051 1.9981  -0.5889
O -0.4509 -1.6874 -0.9267  -0.6412
H -2.0051 2.0528 -5.6312  0.4186
H 3.0369 8.2940 -1.9763  0.3858
H 0.0613 1.7293 5.6533  0.3196
H -1.9050 2.4384 1.3432  0.4292
N 2.5413 -0.6991 0.1138  -0.2278
H 0.7802 4.4883 -3.3002  0.1036
C -2.1777 3.8783 4.3111  -0.2814
C 3.1172 5.7590 0.2649  -0.7345
C -3.3045 -1.0017 1.8878  -0.4242
C 1.9192 5.1105 -1.7147  -0.1217
H -1.4014 -1.8460 1.8190  0.2476
C -1.7691 1.8705 -4.5907  -0.6708
C 3.2859 1.5597 -3.3218  -0.5845
C -0.4672 0.7784 2.9639  -1.5729


(3)
A molecular structure, C24H24N2OS4SbSe5W. Source: the OMol25 dataset; level of theory: the ωB97M-V functional and the def2-TZVPD basis.

Summary:
Kohn-Sham gap (alpha / beta) in Eh: 0.1938 / 0.1938
E_HOMO (alpha / beta) in eV: -4.990 / -4.990
Electronic energy in eV: -408744.1955
Charge: -1
Energy relative to the best compared isomer or geometry (same formula, charge and spin) in eV: 2.5937

Last column: natural (NBO) charge in e.
Positions of all 62 atoms, in Å:
H 0.3040 -3.7935 3.3221  0.2249
Sb -2.4306 3.4873 -3.9709  1.0883
C -2.2292 -1.0408 -0.8744  0.2384
S 1.8917 -2.4564 -1.5569  -0.0074
N -1.6143 -0.0256 -0.2161  -0.5435
C 0.4671 4.5041 -0.5305  -0.2089
W 0.2326 -0.5580 -1.5697  0.4618
S 0.8625 -0.7947 1.0048  0.8214
C 3.9449 -3.1772 0.0485  -0.2126
C 0.2092 -2.8361 3.8348  -0.6306
O -0.1197 -1.9598 1.6201  -0.7330
S 2.2010 0.8363 -1.0481  -0.0266
Se -2.9830 4.7518 -2.0165  -0.7345
H 2.3318 5.1451 -3.2707  0.2195
H 0.4431 -0.0792 3.6204  0.2225
Se -4.0201 1.8567 -4.6455  -0.6856
N 1.4562 -4.0422 -4.4539  -0.3774
C -1.2728 -2.0977 -1.1759  -0.7824
C -2.0587 -2.3546 2.8688  -0.6204
C -4.1246 0.3113 -1.3464  -0.0972
H 2.9210 -0.8720 2.9709  0.2143
Se 0.4232 -1.2301 -4.0965  0.2220
C 1.9365 4.6087 -2.4186  -0.1821
H -1.0124 -0.4684 4.5419  0.2192
Se -0.6746 4.1744 -5.3857  -0.6313
C 1.7266 2.5529 -1.1777  -0.1993
C -0.6181 -1.8777 2.9895  0.2688
H -1.9409 3.2258 0.1865  0.2822
C -0.5749 -0.4625 3.5430  -0.6426
C 4.3746 -2.2798 2.2493  -0.2475
H -1.1469 0.2227 2.9146  0.2206
C 2.3186 3.2964 -2.1968  -0.2183
C 1.0384 -2.9873 -4.2564  0.0055
H -2.1179 2.3271 1.6906  0.2362
H 3.0446 2.8195 -2.8423  0.2232
C 4.7237 -3.1128 1.1874  -0.1818
C -1.6629 2.2996 0.6967  -0.5989
H -0.8436 -2.5562 -0.2841  0.2672
C -3.4947 -0.9010 -1.4550  -0.2405
H -2.6153 -1.6944 2.2026  0.2232
H 1.2103 -2.4425 4.0148  0.2136
H 5.0069 -2.2093 3.1235  0.2120
H 5.6305 -3.7015 1.2418  0.2116
H -5.0597 0.5025 -1.8568  0.2396
C 2.4099 -1.6332 1.0340  -0.2115
H -3.9826 2.3148 -0.5540  0.2563
H 4.2359 -3.8068 -0.7831  0.2270
H -0.2384 4.9833 0.1353  0.2206
H -1.6013 -2.8657 -1.8726  0.2501
Se -0.8453 1.1510 -2.9753  -0.0741
C 0.8013 3.1713 -0.3291  -0.1232
H -2.0886 -3.3644 2.4579  0.2193
C 2.7741 -2.4147 -0.0542  -0.1796
H -2.5394 -2.3606 3.8476  0.2070
C -2.2700 1.1516 -0.0706  0.2537
H 0.6430 6.2115 -1.8026  0.2233
C -3.5159 1.3403 -0.6232  -0.2706
S 0.1091 2.2595 1.0223  0.2422
H -3.9073 -1.7178 -2.0292  0.2220
H -0.2775 -3.0024 4.7965  0.2078
C 3.2107 -1.5389 2.1673  -0.1969
C 0.9983 5.2105 -1.5942  -0.2070


(4)
2 unconnected molecules or ions with the total composition C4H11NO. Source: the OMol25 dataset; level of theory: the ωB97M-V functional and the def2-TZVPD basis.

Summary:
SMILES: C=CC.NCO
Kohn-Sham gap in Eh: 0.3729
E_HOMO in eV: -9.169
Electronic energy in eV: -7861.4583
Charge: 0
Energy relative to the best compared isomer or geometry (same formula, charge and spin) in eV: 3.0953

Last column: natural (NBO) charge in e.
Positions of all 17 atoms, in Å:
H 1.8386 -1.4537 -2.8773  0.2181
H -0.0049 0.9594 -0.9904  0.2212
H -0.5759 0.4501 0.9974  0.4633
N -1.3320 -0.2656 3.2854  -0.8981
C 1.4505 -0.4032 -2.9248  -0.6637
C 1.9213 0.5037 -1.8918  -0.1708
C -2.0157 -0.3407 2.0048  0.0910
C 1.0547 1.2129 -1.0810  -0.4442
O -1.1558 -0.2644 0.7522  -0.7288
H -1.9983 -0.0286 4.0450  0.3756
H 0.3308 -0.5934 -2.9516  0.2155
H 1.6554 1.6836 -0.2657  0.1976
H -2.7290 0.5185 1.8489  0.1647
H 1.8427 -0.0139 -3.9440  0.2191
H -0.6231 -0.8817 3.6180  0.3837
H -2.6131 -1.2637 1.9827  0.1514
H 2.9539 0.1808 -1.6078  0.2046


(5)
3 unconnected molecules or ions with the total composition C2H7NO2. Source: the OMol25 dataset; level of theory: the ωB97M-V functional and the def2-TZVPD basis.

Summary:
Kohn-Sham gap (alpha / beta) in Eh: 0.2788 / 0.2787
E_HOMO (alpha / beta) in eV: -7.632 / -7.631
Electronic energy in eV: -7766.6325
Charge: 0
Energy relative to the best compared isomer or geometry (same formula, charge and spin) in eV: 6.8933

Last column: natural (NBO) charge in e.
Positions of all 12 atoms, in Å:
H 0.4242 0.7591 1.2815  0.1979
C -1.4214 0.1353 -0.3826  0.0219
O -2.0202 -0.7651 0.4512  -0.6741
H -1.9603 -1.6534 0.0804  0.4859
H -1.6921 1.1478 -0.1016  0.1963
H 3.1088 0.1284 -0.1479  0.4356
N 0.6744 -0.5121 -0.4118  -0.4142
H 0.5858 -1.2636 0.2741  0.3627
H 0.6965 1.5482 -0.3764  0.1927
H -1.4628 -0.0627 -1.4481  0.1902
C 0.5607 0.6458 0.2099  0.0085
O 2.5063 -0.1077 0.5711  -1.0035


(6)
2 unconnected molecules or ions with the total composition C2H5NO2S. Source: the OMol25 dataset; level of theory: the ωB97M-V functional and the def2-TZVPD basis.

Summary:
SMILES: C=[N+]([O-])O.C=S
Kohn-Sham gap in Eh: 0.3093
E_HOMO in eV: -8.434
Electronic energy in eV: -18569.9599
Charge: 0
Energy relative to the best compared isomer or geometry (same formula, charge and spin) in eV: 5.6093

Last column: natural (NBO) charge in e.
Positions of all 11 atoms, in Å:
H -1.7503 -1.5077 -2.0971  0.2327
C -0.9474 -1.4418 -1.3533  -0.2701
H 0.1342 -1.6802 -1.4012  0.2258
N -1.2640 -1.0104 -0.2179  0.3849
C 1.9132 1.6008 1.6436  -0.4968
H 2.6512 2.3272 1.6857  0.1881
O -2.7052 -0.9380 -0.1250  -0.6091
O -0.6260 -0.6255 0.7268  -0.4512
H 0.7516 1.7708 1.3797  0.2132
H -3.0369 -0.6088 0.6835  0.4859
S 2.3711 0.0832 1.8177  0.0964


(7)
A single C2H5N3O2S molecule. Source: the OMol25 dataset; level of theory: the ωB97M-V functional and the def2-TZVPD basis.

Summary:
SMILES: NNC(=O)N(O)C=S
Kohn-Sham gap in Eh: 0.3381
E_HOMO in eV: -9.137
Electronic energy in eV: -21550.8073
Charge: 0
Energy relative to the best compared isomer or geometry (same formula, charge and spin) in eV: 5.1062

Last column: natural (NBO) charge in e.
Positions of all 13 atoms, in Å:
H -0.1800 -2.1387 -1.7487  0.4314
N 0.1363 -1.4810 -1.0572  -0.4797
H 0.7480 1.8834 0.4931  0.4879
N 1.4757 -0.7893 -1.4223  -0.6463
H 1.1315 0.3107 -1.6724  0.4162
H 2.0415 -0.9535 -0.6400  0.3634
C -0.6789 -0.9348 -0.2142  0.7795
H -1.7412 0.3670 2.0200  0.2425
N -0.3840 0.4145 0.5663  -0.1421
O 0.7342 0.9176 -0.0180  -0.5963
C -0.9842 1.1026 1.5769  -0.0949
O -1.8702 -1.2389 -0.1460  -0.5982
S -0.4286 2.5403 2.2626  -0.1635


(8)
A gas-phase ion, C2H7N2O (charge +1). Source: the OMol25 dataset; level of theory: the ωB97M-V functional and the def2-TZVPD basis.

Summary:
SMILES: CN(O)C=[NH2+]
Kohn-Sham gap in Eh: 0.3851
E_HOMO in eV: -14.840
Electronic energy in eV: -7205.8193
Charge: +1
Energy relative to the best compared isomer or geometry (same formula, charge and spin) in eV: 3.3256

Last column: natural (NBO) charge in e.
Positions of all 12 atoms, in Å:
C 0.5726 0.3740 0.9323  0.3782
H 1.7378 0.7235 -1.7781  0.4962
N 0.4974 -0.0678 -0.4763  -0.1026
H -0.3641 -1.2835 -1.8749  0.2872
H -1.5473 0.1014 -1.2270  0.2333
H 1.5207 0.7437 1.2945  0.2524
H -1.1019 -1.3651 -0.1343  0.2226
N -0.5293 0.4730 1.6216  -0.7080
H -1.3831 0.1492 1.1509  0.4463
H -0.4212 0.9277 2.5660  0.4676
O 1.7427 -0.0433 -1.1626  -0.4952
C -0.7242 -0.7329 -0.9121  -0.4782